Record 1
Below is a 11-piece molecular cluster, C32H91N5O11 overall, with properties calculated with ωB97M-V/def2-TZVPD.

```
139
Properties=species:S:1:pos:R:3
C 1.4542 3.5329 -2.5925
O 0.8614 3.8294 -1.3392
C 0.1411 5.0414 -1.4527
C -0.2912 5.6041 -0.1105
C -1.1619 4.6362 0.6674
N -1.1324 6.8187 -0.3092
H 2.1050 2.6680 -2.4677
H 2.1234 4.3564 -2.8680
H 0.7050 3.4011 -3.3769
H 0.6964 5.8215 -1.9904
H -0.7702 4.8470 -2.0418
H 0.6074 5.8822 0.4401
H -0.6440 3.7424 1.0216
H -2.0036 4.2802 0.0648
H -1.5853 5.1450 1.5333
H -1.8191 6.4908 -0.9910
H -0.5068 7.4280 -0.8414
C -3.0688 -2.8153 1.7879
O -3.7092 -2.6265 0.5509
C -4.7706 -3.5558 0.4265
C -5.4479 -3.3632 -0.9207
C -5.8876 -1.9421 -1.2140
N -6.5211 -4.3442 -1.0768
H -2.6685 -3.8408 1.7911
H -3.6866 -2.7464 2.6899
H -2.1801 -2.2127 1.9614
H -4.4106 -4.5905 0.4950
H -5.5178 -3.4990 1.2279
H -4.6611 -3.5759 -1.6592
H -5.0086 -1.2975 -1.1929
H -6.5670 -1.5611 -0.4489
H -6.3479 -1.9024 -2.2008
H -6.2495 -5.2479 -0.7083
H -6.7352 -4.4859 -2.0552
C 1.4060 3.7617 3.1904
O 1.7839 5.0444 2.7079
C 3.0730 5.1241 2.1782
C 3.5449 6.5774 2.1438
C 2.7028 7.4261 1.1930
N 4.9723 6.6330 1.9111
H 2.1143 3.4376 3.9531
H 1.4161 3.0811 2.3276
H 0.3532 3.7062 3.4592
H 3.8026 4.5690 2.7833
H 3.1925 4.6845 1.1749
H 3.3230 6.9247 3.1591
H 3.0551 8.4408 0.9976
H 1.6523 7.4818 1.4850
H 2.6693 6.9722 0.1924
H 5.2721 7.5809 1.7123
H 5.1530 6.1381 1.0379
C -1.7293 -2.7283 -2.4427
O -1.0540 -3.8507 -2.9629
C -1.7520 -4.4465 -4.0391
C -0.8245 -5.4342 -4.7563
C -1.4695 -6.3054 -5.8319
N -0.3006 -6.3811 -3.7387
H -1.5069 -1.8629 -3.0765
H -1.3492 -2.5725 -1.4347
H -2.8123 -2.8568 -2.3623
H -2.6487 -4.9516 -3.6613
H -2.0729 -3.6627 -4.7385
H 0.0408 -4.9359 -5.1993
H -1.8389 -5.6745 -6.6512
H -2.3859 -6.7547 -5.4442
H -0.7645 -6.9740 -6.3152
H -1.0826 -6.9463 -3.4223
H -0.0160 -5.8016 -2.9531
C 4.1890 -1.8439 3.3249
O 3.0705 -2.4814 3.8621
C 2.0621 -1.6405 4.3517
C 0.8122 -2.4721 4.6962
C 0.1149 -3.0047 3.4546
N -0.1550 -1.7154 5.4690
H 3.9682 -1.2663 2.4231
H 4.9247 -2.5865 3.0045
H 4.7783 -1.2707 4.0505
H 2.3942 -1.1895 5.2963
H 1.8107 -0.8230 3.6676
H 1.0967 -3.3561 5.2801
H -0.7556 -3.6076 3.7214
H 0.7580 -3.6499 2.8552
H -0.1573 -2.1644 2.8091
H 0.0973 -1.7626 6.4510
H -1.0857 -2.1076 5.4084
C -2.8074 2.0370 -2.0385
C -2.3744 2.2839 -3.4909
O -3.2481 1.7345 -4.4488
H -3.7477 2.5480 -1.8138
H -2.0436 2.5054 -1.4136
H -2.9643 1.0029 -1.7356
H -1.3705 1.9135 -3.6959
H -2.3205 3.3698 -3.6396
H -4.1608 1.9976 -4.3145
C -2.8284 2.0431 4.1674
C -2.0893 0.7121 4.1415
O -0.6810 0.8878 4.2326
H -3.9113 1.9462 4.0768
H -2.5319 2.6031 3.2745
H -2.6268 2.6709 5.0339
H -2.4019 0.1342 3.2649
H -2.3813 0.1106 5.0098
H -0.3683 0.0853 4.6995
C 2.0475 -1.7692 -3.6911
C 3.5551 -1.9378 -3.5132
O 3.8786 -3.1553 -2.8203
H 1.7388 -0.8589 -4.2042
H 1.4762 -1.8227 -2.7634
H 1.7666 -2.6230 -4.3145
H 4.0484 -1.0683 -3.0811
H 3.9972 -2.0590 -4.5073
H 3.6225 -3.8395 -3.4489
C -0.2248 -0.0201 -0.7479
C -0.7496 0.4062 0.6117
O 0.3720 0.4731 1.4673
H 0.2113 -1.0198 -0.7332
H 0.5790 0.6578 -1.0464
H -0.9605 -0.0275 -1.5514
H -1.5040 -0.3033 0.9698
H -1.2486 1.3798 0.5471
H 0.0915 0.8274 2.3253
C 3.6094 1.8303 0.2885
C 4.0082 0.4808 -0.2639
O 5.3869 0.2405 -0.0400
H 2.5200 1.8774 0.3804
H 3.8106 2.6540 -0.3976
H 4.0192 1.9562 1.2895
H 3.8433 0.4269 -1.3512
H 3.3468 -0.3061 0.1185
H 5.6177 -0.6375 -0.3557
C 1.1035 -3.9637 0.0317
C 2.1877 -2.9224 0.2818
O 3.4522 -3.3766 -0.1644
H 1.1472 -4.8451 0.6703
H 1.0759 -4.2043 -1.0317
H 0.1354 -3.5099 0.2832
H 2.2144 -2.7175 1.3543
H 1.9965 -1.9979 -0.2729
H 3.5011 -3.2310 -1.1308
```

Calculated values
- F_max (hartree/bohr) = 0.038
- E (eV) = -64628.7133
- lowest unoccupied orbital energy (hartree) = 0.018
- SMILES = COC[C@H](C)N.COC[C@H](C)N.COC[C@H](C)N.COC[C@H](C)N.COC[C@H](C)N.CCO.CCO.CCO.CCO.CCO.CCO

Löwdin population analysis, charges in e, atoms 1 to 8: -0.10 -0.18 -0.23 -0.43 -0.06 0.05 0.08 0.09

Record 2
Below is C28H19F3N5O3RhS3Se as an isolated structure, with properties calculated with ωB97M-V/def2-TZVPD.

```
63
Properties=species:S:1:pos:R:3
Rh -0.7588 -1.0420 0.9706
O 0.7456 3.1550 2.4911
C 2.0488 2.9035 2.2866
C 2.9487 3.9639 2.4210
C 4.3039 3.7600 2.2512
C 4.7867 2.4873 1.9553
C 3.8969 1.4357 1.8202
C 2.5250 1.6198 1.9735
C 1.5758 0.4866 1.8110
O 0.3060 0.7681 1.7697
N 2.0944 -0.7057 1.7552
N 1.1186 -1.6721 1.6321
C 1.4614 -2.8477 1.9452
C 0.5548 -3.9369 2.2168
C 1.1100 -5.1718 2.5747
C 0.3355 -6.2772 2.8515
C -1.0562 -6.1634 2.7542
C -1.6374 -4.9595 2.4394
C -0.8665 -3.7921 2.1986
O -1.4974 -2.6826 2.0007
H 0.2596 2.3156 2.2837
H 2.5481 4.9448 2.6496
H 4.9869 4.5964 2.3472
H 5.8489 2.3223 1.8191
H 4.2433 0.4390 1.5816
H 2.5308 -3.0069 2.1004
H 2.1929 -5.2443 2.6320
H 0.7977 -7.2177 3.1277
H -1.6818 -7.0330 2.9255
H -2.7141 -4.8622 2.3756
Se -1.4038 -2.7556 -1.0748
C -3.0848 -3.5854 -0.8371
C -3.5484 -4.4662 -1.8204
C -4.7665 -5.0983 -1.6498
N -5.5616 -4.9286 -0.5901
C -5.1164 -4.0714 0.3361
C -3.9159 -3.3838 0.2669
H -2.9509 -4.6471 -2.7066
H -5.1329 -5.7883 -2.4064
H -5.7692 -3.9334 1.1944
H -3.6189 -2.7128 1.0558
S -1.3621 5.6742 -1.1756
C -0.7017 4.1580 -1.4178
S -1.1605 2.8227 -0.4205
C -0.1281 1.7352 -1.3375
N 0.4991 2.3522 -2.2887
N 0.1850 3.7062 -2.3424
C 0.7954 4.4105 -3.4212
C 1.4761 3.6626 -4.3903
C 2.0717 4.2890 -5.4717
C 2.0084 5.6682 -5.6191
C 1.3486 6.4083 -4.6532
C 0.7497 5.7965 -3.5577
S -0.0124 0.0383 -1.1317
H 1.5178 2.5916 -4.2769
H 2.5866 3.6870 -6.2107
H 2.4662 6.1564 -6.4717
H 1.2892 7.4868 -4.7441
H 0.2423 6.3949 -2.8209
F -3.4376 -0.8013 1.9187
C -2.6158 -0.2445 0.9712
F -2.6007 1.0879 1.3095
F -3.3561 -0.2930 -0.1765
```

Calculated values
- F_max (hartree/bohr) = 0.049
- E (eV) = -151952.8451
- charge = -2
- lowest unoccupied orbital energy (hartree) = 0.152

natural (NBO) population analysis, charges in e, atoms 1 to 8: 0.74 -0.69 0.34 -0.29 -0.20 -0.29 -0.16 -0.14

Record 3
Below is a 4-piece molecular cluster, C6H18NO4 overall, with properties calculated with ωB97M-V/def2-TZVPD.

```
29
Properties=species:S:1:pos:R:3
C 1.0871 1.5578 -1.0425
N 0.4316 0.3899 -1.5938
C -0.8567 0.7435 -2.2290
C -1.9132 -0.2026 -1.6566
C -1.1358 -1.3040 -0.9504
C 0.1882 -0.6353 -0.5525
C 1.3495 -1.6186 -0.4988
O 1.2893 -2.4671 0.6277
H 2.0328 1.2639 -0.5821
H 0.4785 2.1145 -0.3175
H 1.3694 2.2412 -1.8507
H -1.1366 1.7850 -2.0441
H -0.7462 0.6214 -3.3111
H -2.5730 -0.5938 -2.4336
H -2.5686 0.2947 -0.9438
H -1.6141 -1.7266 -0.0691
H -0.9054 -2.1370 -1.6214
H 0.0834 -0.1833 0.4373
H 2.3243 -1.1116 -0.5607
H 1.3130 -2.2753 -1.3793
H 0.6972 0.2307 2.9611
H 1.4161 1.5848 2.4352
O 0.7921 1.3103 3.1253
H -0.7610 1.7567 2.5772
H -1.7323 1.0881 1.6267
O -1.6410 1.9168 2.1157
H 1.0572 -1.5694 3.5049
H 1.0488 -1.9464 1.4846
O 0.6253 -1.1282 2.7413
```

Calculated values
- F_max (hartree/bohr) = 0.020
- E (eV) = -16195.3933
- charge = -1
- lowest unoccupied orbital energy (hartree) = 0.129

natural (NBO) population analysis, charges in e, atoms 1 to 8: -0.41 -0.45 -0.22 -0.42 -0.41 -0.09 -0.04 -0.80